Entry from OMol25: a cluster of 7 separate species, C31H61ClINO8 in total in a non-equilibrium geometry (ωB97M-V/def2-TZVPD).

Calculated values
- LUMO (eV) = 0.2093
- spin multiplicity = 1
- gap between HOMO and LUMO (eV) = 9.371
- SMILES = CC[C@@H](Cl)NC(=O)OCCCI.C1CCOC1.C1CCOC1.C1CCOC1.C1CCOC1.C1CCOC1.C1CCOC1
- charge = 0
- DFT total energy (hartree) = -2632.0846
- highest occupied orbital energy (eV) = -9.16

Last columns: bonded neighbours and bond lengths (Å).
Element x y z (Å)
1 C 0.870 -7.938 1.047  C2 1.639, H13 1.194, H14 1.194, H15 1.171
2 C 1.158 -6.936 -0.218  C1 1.639, C3 1.639, H16 1.175, H17 1.193
3 C 2.030 -5.595 0.137  C2 1.639, Cl4 1.890, N5 1.511, H18 1.176
4 Cl 1.859 -4.445 -1.353  C3 1.890
5 N 1.582 -4.838 1.366  C3 1.511, C6 1.512, H19 1.043
6 C 0.285 -4.087 1.163  N5 1.512, O7 1.353, O8 1.471
7 O 0.378 -2.742 1.050  C6 1.353
8 O -0.969 -4.857 1.161  C6 1.471, C9 1.474
9 C -2.070 -4.130 0.505  O8 1.474, C10 1.672, H20 1.173, H21 1.186
10 C -2.987 -5.301 -0.258  C9 1.672, C11 1.663, H22 1.171, H23 1.193
11 C -3.169 -6.556 0.819  C10 1.663, I12 2.224, H24 1.185, H25 1.180
12 I -5.128 -7.586 0.600  C11 2.224
13 H -0.160 -8.491 0.804  C1 1.194
14 H 1.662 -8.826 1.149  C1 1.194
15 H 0.720 -7.409 2.080  C1 1.171
16 H 0.147 -6.677 -0.758  C2 1.175
17 H 1.815 -7.562 -0.994  C2 1.193
18 H 3.178 -5.832 0.233  C3 1.176
19 H 1.591 -5.417 2.234  N5 1.043
20 H -1.730 -3.395 -0.344  C9 1.173
21 H -2.798 -3.617 1.289  C9 1.186
22 H -4.006 -4.891 -0.664  C10 1.171
23 H -2.312 -5.740 -1.138  C10 1.193
24 H -3.097 -6.198 1.947  C11 1.185
25 H -2.274 -7.296 0.608  C11 1.180
26 C 2.250 -1.975 4.125  C27 1.507, C30 1.513, H31 1.093, H32 1.097
27 C 2.744 -1.240 5.344  C26 1.507, C28 1.513, H33 1.096, H34 1.093
28 C 2.967 -2.369 6.326  C27 1.513, O29 1.434, H35 1.095, H36 1.094
29 O 3.322 -3.526 5.556  C28 1.434, C30 1.434
30 C 3.063 -3.250 4.173  C26 1.513, O29 1.434, H37 1.095, H38 1.093
31 H 2.382 -1.419 3.193  C26 1.093
32 H 1.184 -2.206 4.238  C26 1.097
33 H 3.697 -0.747 5.119  C27 1.096
34 H 2.047 -0.484 5.715  C27 1.093
35 H 2.051 -2.603 6.878  C28 1.095
36 H 3.761 -2.148 7.046  C28 1.094
37 H 4.028 -3.123 3.671  C30 1.095
38 H 2.542 -4.097 3.719  C30 1.093
39 C 3.395 -2.231 -4.549  C40 1.507, C43 1.513, H44 1.093, H45 1.097
40 C 3.455 -1.953 -6.029  C39 1.507, C41 1.513, H46 1.096, H47 1.093
41 C 2.460 -2.951 -6.580  C40 1.513, O42 1.434, H48 1.095, H49 1.094
42 O 1.464 -3.147 -5.567  C41 1.434, C43 1.434
43 C 1.930 -2.554 -4.347  C39 1.513, O42 1.434, H50 1.095, H51 1.093
44 H 3.736 -1.397 -3.931  C39 1.093
45 H 4.007 -3.109 -4.311  C39 1.097
46 H 3.110 -0.932 -6.229  C40 1.096
47 H 4.454 -2.066 -6.457  C40 1.093
48 H 2.934 -3.919 -6.774  C41 1.095
49 H 1.985 -2.604 -7.501  C41 1.094
50 H 1.344 -1.646 -4.172  C43 1.095
51 H 1.763 -3.243 -3.514  C43 1.093
52 C -0.533 2.349 7.443  C53 1.507, C56 1.513, H57 1.093, H58 1.097
53 C -0.667 2.913 6.052  C52 1.507, C54 1.513, H59 1.096, H60 1.093
54 C 0.767 2.907 5.568  C53 1.513, O55 1.434, H61 1.095, H62 1.094
55 O 1.421 1.810 6.220  C54 1.434, C56 1.434
56 C 0.566 1.324 7.264  C52 1.513, O55 1.434, H63 1.095, H64 1.093
57 H -1.458 1.917 7.833  C52 1.093
58 H -0.203 3.135 8.132  C52 1.097
59 H -1.272 2.239 5.435  C53 1.096
60 H -1.123 3.906 6.022  C53 1.093
61 H 1.288 3.826 5.857  C54 1.095
62 H 0.843 2.789 4.484  C54 1.094
63 H 0.160 0.359 6.941  C56 1.095
64 H 1.149 1.170 8.177  C56 1.093
65 C -0.615 5.363 1.052  C66 1.507, C69 1.513, H70 1.093, H71 1.097
66 C -0.323 3.965 0.573  C65 1.507, C67 1.513, H72 1.096, H73 1.093
67 C 0.618 3.454 1.643  C66 1.513, O68 1.434, H74 1.095, H75 1.094
68 O 0.258 4.115 2.864  C67 1.434, C69 1.434
69 C -0.647 5.184 2.554  C65 1.513, O68 1.434, H76 1.095, H77 1.093
70 H -1.544 5.779 0.652  C65 1.093
71 H 0.208 6.031 0.772  C65 1.097
72 H -1.245 3.372 0.573  C66 1.096
73 H 0.110 3.925 -0.430  C66 1.093
74 H 1.657 3.715 1.416  C67 1.095
75 H 0.552 2.371 1.777  C67 1.094
76 H -1.644 4.888 2.897  C69 1.095
77 H -0.347 6.088 3.091  C69 1.093
78 C -1.438 1.544 -4.089  C79 1.507, C82 1.513, H83 1.093, H84 1.097
79 C -2.693 1.867 -3.319  C78 1.507, C80 1.513, H85 1.096, H86 1.093
80 C -2.173 2.793 -2.241  C79 1.513, O81 1.434, H87 1.095, H88 1.094
81 O -1.048 3.488 -2.796  C80 1.434, C82 1.434
82 C -0.684 2.854 -4.030  C78 1.513, O81 1.434, H89 1.095, H90 1.093
83 H -1.625 1.205 -5.111  C78 1.093
84 H -0.873 0.763 -3.566  C78 1.097
85 H -3.397 2.404 -3.966  C79 1.096
86 H -3.201 0.987 -2.917  C79 1.093
87 H -1.821 2.230 -1.370  C80 1.095
88 H -2.926 3.514 -1.910  C80 1.094
89 H -0.981 3.520 -4.848  C82 1.095
90 H 0.400 2.717 -4.068  C82 1.093
91 C -2.180 7.573 -5.833  C92 1.507, C95 1.513, H96 1.093, H97 1.097
92 C -1.743 6.719 -4.671  C91 1.507, C93 1.513, H98 1.096, H99 1.093
93 C -3.066 6.221 -4.129  C92 1.513, O94 1.434, H100 1.095, H101 1.094
94 O -3.966 6.136 -5.243  C93 1.434, C95 1.434
95 C -3.369 6.803 -6.364  C91 1.513, O94 1.434, H102 1.095, H103 1.093
96 H -1.400 7.725 -6.584  C91 1.093
97 H -2.503 8.556 -5.470  C91 1.097
98 H -1.147 5.874 -5.036  C92 1.096
99 H -1.153 7.258 -3.926  C92 1.093
100 H -3.491 6.928 -3.409  C93 1.095
101 H -2.980 5.242 -3.649  C93 1.094
102 H -3.057 6.036 -7.081  C95 1.095
103 H -4.108 7.449 -6.844  C95 1.093